Entry 1:
Below is a cluster of 2 separate species, C2H6BrClSi in total at a distorted geometry, with properties calculated with the ωB97M-V functional and the def2-TZVPD basis.

Geometry as XYZ:
```
11
Properties=species:S:1:pos:R:3:forces:R:3
Cl 1.325133 -0.314026 2.013337 -0.5 -0.2 1.8
Si 2.035340 -0.243453 0.181421 2.1 -2.1 -0.5
Br 1.319590 -1.966237 -0.957518 -0.4 -0.2 -0.4
H 1.768915 1.012157 -0.266938 -0.8 2.3 -1.2
H 3.517070 -0.468247 0.075013 -0.5 0.2 0.4
C -1.736545 -0.333899 -0.153943 -1.2 0.9 -1.7
C -1.381038 0.972114 -0.232671 -1.1 -0.7 2.7
H -2.153325 -0.947293 -1.033015 1.2 1.2 1.1
H -1.950142 -0.827861 0.769689 0.4 -0.1 0.7
H -1.441891 1.504978 -1.155943 0.4 0.3 -0.5
H -1.303107 1.611768 0.760568 0.2 -1.5 -2.2
```
Forces are in eV/Å.

Its total charge is 0. Its structure (SMILES) is Cl[SiH2]Br.C=C. The calculation puts the relative energy (zero: lowest compared OMol25 entry of this formula, charge and spin) at 182.2 kJ/mol. Its energy is -3403.52210 a.u. Its spin multiplicity is 1. As for the HOMO-LUMO gap: 10.77 eV. The largest force on an atom comes out at 3.1 eV/A.



Entry 2:
Below is the molecule C2H6BrNO2S at a distorted geometry, with properties calculated with the ωB97M-V functional and the def2-TZVPD basis.

Geometry as XYZ:
```
13
Properties=species:S:1:pos:R:3:forces:R:3
C -1.468689 0.950886 0.488081 1.9 1.1 -3.5
C -0.134715 1.020178 1.176896 1.5 -0.2 0.6
N 0.312045 -3.349733 -1.704710 0.9 -3.7 -0.5
O 2.295490 -0.071392 0.776140 -0.6 0.2 -0.1
O 1.383755 1.201577 -1.144331 -0.6 0.7 -0.2
S 1.139288 0.349404 -0.007847 1.3 -0.7 1.4
Br 0.247028 -1.643236 -1.734998 0.2 1.6 -0.8
H -1.447991 0.010869 -0.117041 -0.7 0.7 0.6
H -2.213943 0.989884 1.182426 -2.3 -0.2 1.7
H -1.602645 1.857514 -0.247636 0.3 -1.8 1.3
H 0.020028 0.473941 2.152886 -0.4 0.1 -1.3
H 0.291763 1.998248 1.366648 -0.3 0.5 -0.1
H 1.178585 -3.788140 -2.186514 -1.3 1.6 0.9
```
Forces are in eV/Å.

Its total charge is 0. The calculation puts the relative energy (zero: lowest compared OMol25 entry of this formula, charge and spin) at 419.9 kJ/mol. Its energy is -3257.06305 a.u. Its spin multiplicity is 1. As for the HOMO-LUMO gap (alpha / beta): 7.69 / 8.09 eV. The largest force on an atom comes out at 4.1 eV/A.



Entry 3:
Below is a cluster of 2 separate species, C2H6BrOP in total at a distorted geometry, with properties calculated with the ωB97M-V functional and the def2-TZVPD basis.

Geometry as XYZ:
```
11
Properties=species:S:1:pos:R:3:forces:R:3
C -0.055451 -0.189137 0.381217 4.1 -4.2 1.0
C -1.077025 1.391959 -0.605175 -1.8 4.5 -1.9
O 1.252263 0.277203 0.450312 -1.8 0.5 2.4
P 2.307869 0.492767 -0.737877 0.5 -1.2 -0.8
Br -2.762373 1.853902 0.086356 0.0 -0.1 0.1
H -0.143940 -1.063859 -0.304321 -0.2 0.7 0.2
H -0.398733 -0.321050 1.379657 -0.7 0.1 0.6
H -1.208659 0.860755 -1.553636 0.5 0.1 0.5
H -0.382719 2.269052 -0.452225 -0.6 -1.4 -0.4
H 2.704957 -0.931481 -0.864456 -0.1 0.9 -0.2
H 1.240222 0.332010 -1.608355 0.1 0.0 -1.6
```
Forces are in eV/Å.

Its total charge is 0. The calculation puts the relative energy (zero: lowest compared OMol25 entry of this formula, charge and spin) at 327.4 kJ/mol. Its energy is -3070.16156 a.u. Its spin multiplicity is 3. The expectation value of S² is 2.007. As for the HOMO-LUMO gap (alpha / beta): 6.35 / 7.96 eV. The largest force on an atom comes out at 5.9 eV/A.



Entry 4:
Below is a structure of composition C2H6Cl2O at a distorted geometry, with properties calculated with the ωB97M-V functional and the def2-TZVPD basis.

Geometry as XYZ:
```
11
Properties=species:S:1:pos:R:3:forces:R:3
Cl -1.055798 -0.071713 -0.193953 4.0 -0.4 -1.4
Cl 3.298132 -0.278728 -0.033020 0.4 -0.7 0.1
C 0.585569 -0.685027 -0.110759 1.6 -1.4 0.0
C 1.693792 0.298184 -0.467973 -0.5 1.6 -0.4
H 0.772319 -1.044558 0.919441 -0.3 0.2 -0.5
H 0.646068 -1.558454 -0.788197 0.0 0.4 0.4
H 1.735975 0.548303 -1.545518 -0.3 -0.2 0.6
H 1.621888 1.248325 0.095518 -0.4 -0.5 -0.4
O -3.119909 0.206635 0.964455 -1.9 1.4 0.1
H -3.608992 1.059379 1.007806 0.3 -0.9 0.0
H -2.569044 0.277655 0.152200 -2.9 0.4 1.4
```
Forces are in eV/Å.

Its total charge is 0. The calculation puts the relative energy (zero: lowest compared OMol25 entry of this formula, charge and spin) at 152.7 kJ/mol. Its energy is -1075.37011 a.u. Its spin multiplicity is 1. As for the HOMO-LUMO gap: 11.36 eV. The largest force on an atom comes out at 4.3 eV/A.



Entry 5:
Below is the molecule C2H6Cl2O2Si at a distorted geometry, with properties calculated with the ωB97M-V functional and the def2-TZVPD basis.

Geometry as XYZ:
```
13
Properties=species:S:1:pos:R:3:forces:R:3
O -1.757568 -2.078109 1.442739 0.5 -0.2 0.6
C -0.606496 -1.278022 1.269882 -0.8 3.6 -1.3
Si -1.156473 0.037688 -0.305986 1.1 -0.6 3.1
Cl -2.244969 -1.247507 -1.381733 -0.4 -0.3 -1.2
Cl -2.481963 1.471896 0.449163 -0.4 -0.3 0.1
C 0.160547 1.260425 -0.817369 -1.3 -0.7 1.0
O 0.507625 1.897548 0.378874 -0.3 0.5 0.9
H -2.520135 -1.617702 1.078207 0.0 -0.2 0.3
H 0.218639 -1.806308 0.828014 0.3 -0.7 0.2
H -0.248862 -0.640895 2.169139 -0.8 -1.3 -1.3
H -0.111082 1.955575 -1.521082 -1.5 1.8 -1.8
H 0.971751 0.874248 -1.291706 2.8 -1.7 -0.7
H -0.320761 2.328477 0.678439 0.8 -0.1 0.0
```
Forces are in eV/Å.

Its total charge is 0. Its structure (SMILES) is OC[Si](Cl)(Cl)CO. The calculation puts the relative energy (zero: lowest compared OMol25 entry of this formula, charge and spin) at 0.0 kJ/mol. Its energy is -1440.20825 a.u. Its spin multiplicity is 1. As for the HOMO-LUMO gap: 10.25 eV. The largest force on an atom comes out at 3.9 eV/A.



Entry 6:
Below is a structure of composition C2H6Cl4MgO, with properties calculated with the ωB97M-V functional and the def2-TZVPD basis.

Geometry as XYZ:
```
14
Properties=species:S:1:pos:R:3:forces:R:3
Mg -1.169253 -2.065444 -1.960747 -0.8 -0.4 0.0
Cl -1.922594 -4.041569 -3.128619 0.1 0.1 -0.1
Cl 1.068600 -1.650555 -2.153506 0.6 0.0 0.0
Cl -2.299553 -0.090563 -2.589162 -0.1 0.2 -0.1
Cl -1.988875 -2.489454 0.214724 0.1 0.0 0.3
C 0.246624 0.490554 0.771636 -0.6 -0.6 0.1
C 1.055107 1.753778 0.871491 0.2 -0.2 -0.4
O 1.595550 1.936398 2.190698 0.0 0.3 0.0
H -0.628169 0.501512 1.435345 0.1 0.2 0.0
H 0.808574 -0.410675 1.024751 0.2 0.2 0.0
H -0.167084 0.281551 -0.216429 0.2 0.3 -0.1
H 0.457088 2.619778 0.560575 0.0 0.0 0.3
H 1.908527 1.725063 0.186252 0.0 -0.1 0.1
H 1.035461 1.439626 2.792992 -0.1 0.0 -0.1
```
Forces are in eV/Å.

Its total charge is -2. The calculation puts the relative energy (zero: lowest compared OMol25 entry of this formula, charge and spin) at 0.0 kJ/mol. Its energy is -2196.21839 a.u. Its spin multiplicity is 1. As for the HOMO-LUMO gap: 7.61 eV. The largest force on an atom comes out at 0.9 eV/A.



Entry 7:
Below is a structure of composition C2H6Cl5NSi2 at a distorted geometry, with properties calculated with the ωB97M-V functional and the def2-TZVPD basis.

Geometry as XYZ:
```
16
Properties=species:S:1:pos:R:3:forces:R:3
C 0.972454 -2.441575 0.132339 1.6 1.0 -2.9
C -0.276304 2.004540 -0.758881 -0.3 1.1 2.6
N -1.620624 -0.231016 -0.093999 0.0 -0.9 -0.5
Si -1.895477 1.367102 0.189147 0.8 0.6 0.6
Si 1.814148 -0.676306 0.222391 -3.3 -2.5 1.1
Cl 0.807033 0.681041 -1.224206 0.7 -0.6 -1.2
Cl 0.741392 3.086581 0.305902 -0.4 -0.1 -0.5
Cl -3.021146 -1.243188 0.135018 0.1 -0.1 0.1
Cl 1.610107 -0.062996 2.136423 0.4 0.5 -0.5
Cl 3.496064 -0.732258 -0.756745 1.8 0.3 -0.5
H 1.778325 -3.238772 -0.020305 -1.1 1.1 0.1
H 0.446851 -2.612428 1.006627 -0.9 -0.3 1.9
H 0.190377 -2.439456 -0.689795 1.1 -0.1 0.8
H -0.499059 2.573139 -1.649635 0.3 -0.2 -0.5
H -1.698629 1.752564 1.703523 -0.5 0.3 -1.3
H -2.845515 2.213024 -0.637801 0.0 -0.2 0.7
```
Forces are in eV/Å.

Its total charge is 0. The calculation puts the relative energy (zero: lowest compared OMol25 entry of this formula, charge and spin) at 604.4 kJ/mol. Its energy is -3014.47119 a.u. Its spin multiplicity is 1. As for the HOMO-LUMO gap: 6.85 eV. The largest force on an atom comes out at 4.3 eV/A.



Entry 8:
Below is the molecule C2H6ClISi at a distorted geometry, with properties calculated with the ωB97M-V functional and the def2-TZVPD basis.

Geometry as XYZ:
```
11
Properties=species:S:1:pos:R:3:forces:R:3
C 1.440684 0.389755 0.805619 -1.4 -1.8 -1.9
C -1.197504 -0.436258 -1.005688 0.7 1.7 0.7
Si 0.482900 0.335484 -1.130201 1.9 -2.0 4.5
Cl 1.685013 -0.903599 -2.143760 1.0 -1.4 -1.2
I 0.140153 2.455818 -2.302693 -0.8 3.8 -2.3
H 2.494748 0.348885 0.926318 1.0 -0.3 -0.6
H 1.126743 1.292810 1.158831 -0.9 2.7 1.1
H 0.967123 -0.346844 1.432405 -0.2 -0.6 0.2
H -1.471408 -0.907341 -1.862275 -0.3 -2.0 -2.6
H -1.150385 -1.090866 -0.188617 -0.4 -0.9 1.2
H -1.976176 0.288952 -0.978975 -0.6 0.9 1.0
```
Forces are in eV/Å.

Its total charge is 0. The calculation puts the relative energy (zero: lowest compared OMol25 entry of this formula, charge and spin) at 158.8 kJ/mol. Its energy is -1127.05733 a.u. Its spin multiplicity is 3. The expectation value of S² is 2.007. As for the HOMO-LUMO gap (alpha / beta): 5.09 / 5.35 eV. The largest force on an atom comes out at 5.3 eV/A.



Entry 9:
Below is a structure of composition C2H6ClMnO2 at a distorted geometry, with properties calculated with the ωB97M-V functional and the def2-TZVPD basis.

Geometry as XYZ:
```
12
Properties=species:S:1:pos:R:3:forces:R:3
Mn -4.537921 -3.087796 -2.028631 1.4 1.1 1.9
Cl -3.141592 -2.000259 -0.312000 -1.5 -1.2 -1.9
C 0.021510 0.357790 0.488783 0.0 -0.4 -1.8
C 1.550865 0.480925 0.446353 -0.3 2.3 -0.7
O 1.985900 1.539385 -0.467251 -1.3 -2.8 1.4
O -0.523025 0.209400 -0.839387 1.0 0.4 1.9
H -0.445062 1.292625 0.799408 0.3 0.8 0.6
H -0.325473 -0.423440 1.165085 0.2 -0.2 0.0
H 1.879507 -0.502371 0.109856 0.3 -0.5 -0.7
H 2.034578 0.607898 1.414857 -0.2 0.2 0.2
H 2.870083 1.721526 -0.140688 0.8 0.8 -0.1
H -1.369372 -0.195681 -0.636386 -0.7 -0.5 -0.6
```
Forces are in eV/Å.

Its total charge is +2. Its energy is -1840.65626 a.u. Its spin multiplicity is 7. The expectation value of S² is 12.012. As for the HOMO-LUMO gap (alpha / beta): 7.89 / 5.48 eV. The largest force on an atom comes out at 3.4 eV/A.



Entry 10:
Below is the ion C2H6ClN2O with charge +1 at a distorted geometry, with properties calculated with the ωB97M-V functional and the def2-TZVPD basis.

Geometry as XYZ:
```
12
Properties=species:S:1:pos:R:3:forces:R:3
N -0.678832 -1.093883 0.627011 -1.9 2.2 -0.5
C 0.025454 -0.167929 0.030234 -1.1 0.8 -0.3
C 1.399732 -0.512188 -0.389805 1.8 2.6 0.3
Cl 2.484926 0.289786 0.929826 -0.8 -1.2 -1.1
N -0.550372 0.999230 -0.168733 2.0 0.3 -1.1
O -1.829940 1.179043 0.181321 -2.7 2.4 -1.2
H -0.198390 -1.928314 0.675777 0.1 -2.5 0.6
H -1.688860 -0.887396 0.816041 1.4 -0.9 0.1
H 1.816752 -0.107264 -1.332266 -0.9 0.3 0.5
H 1.491336 -1.554858 -0.525243 0.4 -1.3 0.7
H -0.052311 1.850664 -0.380061 0.5 -0.2 -0.1
H -2.219498 1.933112 -0.464107 1.1 -2.6 2.0
```
Forces are in eV/Å.

Its total charge is +1. Its structure (SMILES) is [NH2+]=C(CCl)NO. The calculation puts the relative energy (zero: lowest compared OMol25 entry of this formula, charge and spin) at 192.7 kJ/mol. Its energy is -724.42992 a.u. Its spin multiplicity is 1. As for the HOMO-LUMO gap: 10.73 eV. The largest force on an atom comes out at 3.8 eV/A.